Record 1
Below is a structure of composition C17H25CoF5NO3P2 in a non-equilibrium geometry, with properties calculated with ωB97M-V/def2-TZVPD.

Results
* multiplicity: 5
* energy relative to the best compared isomer or geometry (same formula, charge and spin): 0.0 kcal/mol
* highest occupied orbital energy (alpha / beta): -3.0 / -6.0 eV
* LUMO (alpha / beta): -0.01481 / -0.12446 hartree
* F_max: 0.078 hartree/bohr

Positions of all 54 atoms, in Å:
1 C -0.791 0.943 -4.495
2 C -0.836 0.427 -3.186
3 N 0.108 0.918 -2.313
4 C 0.899 1.984 -2.540
5 C 0.849 2.570 -3.796
6 C 0.017 2.038 -4.782
7 C -1.685 -0.600 -2.619
8 P -1.950 -0.552 -0.811
9 Co 0.203 0.098 -0.658
10 P 1.895 1.124 -0.080
11 C 1.779 2.440 -1.396
12 O -0.590 -3.014 -2.958
13 O 0.714 -2.993 -0.922
14 H -1.487 0.510 -5.218
15 H 1.480 3.433 -3.988
16 H -0.002 2.464 -5.784
17 C -3.330 0.533 -0.593
18 C -2.377 -2.174 -0.158
19 H 2.790 2.664 -1.759
20 H 1.363 3.340 -0.915
21 H -0.917 -2.079 -2.905
22 H -2.517 -0.903 -3.242
23 C 2.037 2.032 1.452
24 C 3.521 0.400 -0.430
25 H 0.714 -1.760 -0.489
26 H 0.670 -3.517 -0.101
27 H 0.096 -3.004 -1.770
28 H 0.067 -2.937 -3.657
29 H -0.976 0.173 0.317
30 H 0.958 -0.936 0.158
31 H -4.202 0.117 -1.100
32 H -3.513 0.593 0.479
33 H -3.097 1.513 -1.012
34 H -3.323 -2.521 -0.592
35 H -1.597 -2.920 -0.349
36 H -2.473 -2.051 0.925
37 H 4.263 1.211 -0.433
38 H 3.733 -0.322 0.372
39 H 3.506 -0.105 -1.408
40 H 2.976 2.599 1.440
41 H 1.176 2.703 1.564
42 H 2.043 1.302 2.271
43 F 0.156 0.381 7.360
44 C 0.000 -0.038 6.095
45 C -0.402 0.857 5.101
46 F -0.594 2.160 5.421
47 C -0.596 0.426 3.814
48 F -1.019 1.306 2.874
49 C -0.386 -0.942 3.426
50 O -0.558 -1.361 2.238
51 C 0.063 -1.814 4.479
52 F 0.305 -3.098 4.161
53 C 0.228 -1.380 5.773
54 F 0.614 -2.240 6.739

Record 2
Below is an isolated molecule of C17H25N3O4S in a non-equilibrium geometry, with properties calculated with ωB97M-V/def2-TZVPD.

Results
* energy relative to the best compared isomer or geometry (same formula, charge and spin): 62.4 kcal/mol
* highest occupied orbital energy: -8.8 eV
* SMILES: C=CCNC(=O)c1ccc(OC2CCN(S(=O)(=O)N(C)C)CC2)cc1
* LUMO: 0.02112 hartree
* F_max: 0.021 hartree/bohr

Positions of all 50 atoms, in Å:
1 C -9.263 -1.502 -0.262
2 C -8.203 -0.825 -0.659
3 C -7.538 0.248 0.147
4 N -6.118 0.004 0.278
5 C -5.184 0.886 -0.152
6 O -5.475 1.961 -0.642
7 C -3.772 0.453 0.052
8 C -2.816 1.435 0.278
9 C -1.488 1.114 0.484
10 C -1.085 -0.218 0.454
11 O 0.175 -0.677 0.664
12 C 1.230 0.225 0.959
13 C 2.342 -0.591 1.626
14 C 2.928 -1.596 0.633
15 N 3.384 -0.961 -0.580
16 S 4.948 -0.439 -0.628
17 O 5.747 -1.486 -0.074
18 O 5.192 0.002 -1.965
19 N 5.012 0.907 0.413
20 C 5.275 2.166 -0.248
21 C 5.811 0.708 1.602
22 C 2.385 -0.156 -1.237
23 C 1.778 0.897 -0.308
24 C -2.039 -1.206 0.192
25 C -3.362 -0.878 -0.002
26 H -9.718 -2.261 -0.875
27 H -9.731 -1.313 0.690
28 H -7.743 -1.023 -1.618
29 H -7.627 1.214 -0.362
30 H -8.001 0.324 1.138
31 H -5.833 -0.855 0.719
32 H -3.133 2.467 0.291
33 H -0.783 1.910 0.666
34 H 0.873 0.988 1.668
35 H 3.118 0.095 1.964
36 H 1.936 -1.125 2.486
37 H 3.786 -2.119 1.056
38 H 2.160 -2.326 0.363
39 H 4.909 2.982 0.379
40 H 6.343 2.314 -0.438
41 H 4.753 2.169 -1.200
42 H 5.660 -0.309 1.951
43 H 5.491 1.416 2.370
44 H 6.879 0.853 1.406
45 H 2.869 0.307 -2.097
46 H 1.595 -0.827 -1.591
47 H 2.541 1.616 -0.011
48 H 0.980 1.421 -0.836
49 H -1.709 -2.233 0.148
50 H -4.069 -1.665 -0.226

Record 3
Below is a structure of composition C17H25N3O6P2Pd, with properties calculated with ωB97M-V/def2-TZVPD.

Results
* multiplicity: 5
* net charge: +2
* energy relative to the best compared isomer or geometry (same formula, charge and spin): 20.0 kcal/mol
* highest occupied orbital energy (alpha / beta): -14.4 / -15.2 eV
* LUMO (alpha / beta): -0.19804 / -0.31872 hartree
* F_max: 0.006 hartree/bohr

Positions of all 54 atoms, in Å:
1 Pd -1.317 1.367 0.007
2 C 1.995 -1.554 2.365
3 C 1.060 -2.648 1.824
4 C -0.361 -2.359 2.236
5 C -0.843 -3.010 3.351
6 C -2.009 -2.609 3.994
7 C -2.706 -1.479 3.549
8 C -2.297 -0.787 2.442
9 C -3.090 0.418 2.001
10 C -2.424 1.755 2.366
11 C -1.152 -1.271 1.692
12 N -0.909 -0.663 0.530
13 C -0.202 -1.239 -0.589
14 C -0.947 -0.843 -1.837
15 C -1.286 -1.576 -3.026
16 C -1.968 -0.704 -3.814
17 C -2.030 0.535 -3.097
18 N -1.403 0.424 -1.904
19 H 3.025 -1.768 2.084
20 H 1.947 -1.509 3.453
21 H 1.726 -0.575 1.967
22 H 1.339 -3.611 2.249
23 H 1.204 -2.738 0.751
24 H -0.266 -3.826 3.767
25 H -2.358 -3.147 4.865
26 H -3.594 -1.160 4.078
27 H -4.063 0.388 2.493
28 H -3.325 0.352 0.927
29 H -2.354 1.864 3.449
30 H -2.990 2.608 1.993
31 H -1.352 1.841 2.069
32 H -0.135 -2.323 -0.513
33 H -1.015 -2.597 -3.232
34 H -2.384 -0.877 -4.793
35 H -2.508 1.456 -3.399
36 N 3.525 2.132 -1.857
37 C 2.067 1.695 -1.904
38 C 1.512 2.140 -3.264
39 P 1.299 2.715 -0.503
40 O -0.038 3.374 -1.145
41 O 2.352 3.699 -0.194
42 O 0.702 1.784 0.528
43 P 1.979 -0.174 -1.841
44 O 3.459 -0.471 -1.350
45 O 1.547 -0.732 -3.121
46 O 1.138 -0.702 -0.596
47 H 3.527 3.008 -1.278
48 H 3.895 2.309 -2.793
49 H 4.119 1.432 -1.405
50 H 1.618 3.220 -3.379
51 H 0.457 1.889 -3.340
52 H 2.028 1.628 -4.076
53 H 0.043 4.309 -1.383
54 H 3.763 -1.389 -1.399

Record 4
Below is an isolated molecule of C17H25N5O3 in a non-equilibrium geometry, with properties calculated with ωB97M-V/def2-TZVPD.

Results
* energy relative to the best compared isomer or geometry (same formula, charge and spin): 44.3 kcal/mol
* highest occupied orbital energy: -9.0 eV
* SMILES: Cc1ccnc2nc(C(=O)OCC(=O)N(CC(C)C)CC(C)C)nn12
* LUMO: -0.00540 hartree
* F_max: 0.028 hartree/bohr

Positions of all 50 atoms, in Å:
1 C 3.274 -3.531 -3.436
2 C 3.011 -3.417 -1.980
3 C 3.483 -4.251 -0.995
4 C 3.137 -4.004 0.345
5 N 2.379 -3.014 0.737
6 C 1.924 -2.203 -0.202
7 N 1.156 -1.134 -0.109
8 C 1.016 -0.722 -1.378
9 C 0.182 0.457 -1.721
10 O -0.592 0.506 -2.642
11 O 0.383 1.419 -0.831
12 C -0.429 2.590 -0.903
13 C -0.895 2.942 0.518
14 O -0.533 3.991 1.018
15 N -1.657 2.040 1.165
16 C -2.318 0.900 0.569
17 C -3.816 1.147 0.308
18 C -4.450 -0.141 -0.208
19 C -4.021 2.283 -0.690
20 C -1.864 2.231 2.590
21 C -1.058 1.240 3.446
22 C 0.407 1.218 3.019
23 C -1.192 1.637 4.914
24 N 1.644 -1.459 -2.284
25 N 2.232 -2.401 -1.559
26 H 3.874 -4.408 -3.656
27 H 2.329 -3.581 -3.974
28 H 3.789 -2.636 -3.785
29 H 4.113 -5.087 -1.251
30 H 3.499 -4.652 1.130
31 H 0.193 3.419 -1.252
32 H -1.254 2.435 -1.604
33 H -2.207 0.049 1.246
34 H -1.851 0.625 -0.372
35 H -4.300 1.422 1.252
36 H -4.337 -0.946 0.516
37 H -5.510 0.006 -0.395
38 H -3.976 -0.447 -1.138
39 H -3.621 2.007 -1.664
40 H -5.082 2.494 -0.808
41 H -3.528 3.191 -0.351
42 H -2.929 2.142 2.820
43 H -1.541 3.249 2.820
44 H -1.474 0.234 3.323
45 H 0.986 0.599 3.701
46 H 0.816 2.225 3.030
47 H 0.519 0.809 2.018
48 H -0.752 2.618 5.080
49 H -2.238 1.674 5.212
50 H -0.679 0.919 5.548

Please write out number 1 again, unchanged.
Below is a structure of composition C17H25CoF5NO3P2 in a non-equilibrium geometry, with properties calculated with ωB97M-V/def2-TZVPD.

Results
* multiplicity: 5
* energy relative to the best compared isomer or geometry (same formula, charge and spin): 0.0 kcal/mol
* highest occupied orbital energy (alpha / beta): -3.0 / -6.0 eV
* LUMO (alpha / beta): -0.01481 / -0.12446 hartree
* F_max: 0.078 hartree/bohr

Positions of all 54 atoms, in Å:
1 C -0.791 0.943 -4.495
2 C -0.836 0.427 -3.186
3 N 0.108 0.918 -2.313
4 C 0.899 1.984 -2.540
5 C 0.849 2.570 -3.796
6 C 0.017 2.038 -4.782
7 C -1.685 -0.600 -2.619
8 P -1.950 -0.552 -0.811
9 Co 0.203 0.098 -0.658
10 P 1.895 1.124 -0.080
11 C 1.779 2.440 -1.396
12 O -0.590 -3.014 -2.958
13 O 0.714 -2.993 -0.922
14 H -1.487 0.510 -5.218
15 H 1.480 3.433 -3.988
16 H -0.002 2.464 -5.784
17 C -3.330 0.533 -0.593
18 C -2.377 -2.174 -0.158
19 H 2.790 2.664 -1.759
20 H 1.363 3.340 -0.915
21 H -0.917 -2.079 -2.905
22 H -2.517 -0.903 -3.242
23 C 2.037 2.032 1.452
24 C 3.521 0.400 -0.430
25 H 0.714 -1.760 -0.489
26 H 0.670 -3.517 -0.101
27 H 0.096 -3.004 -1.770
28 H 0.067 -2.937 -3.657
29 H -0.976 0.173 0.317
30 H 0.958 -0.936 0.158
31 H -4.202 0.117 -1.100
32 H -3.513 0.593 0.479
33 H -3.097 1.513 -1.012
34 H -3.323 -2.521 -0.592
35 H -1.597 -2.920 -0.349
36 H -2.473 -2.051 0.925
37 H 4.263 1.211 -0.433
38 H 3.733 -0.322 0.372
39 H 3.506 -0.105 -1.408
40 H 2.976 2.599 1.440
41 H 1.176 2.703 1.564
42 H 2.043 1.302 2.271
43 F 0.156 0.381 7.360
44 C 0.000 -0.038 6.095
45 C -0.402 0.857 5.101
46 F -0.594 2.160 5.421
47 C -0.596 0.426 3.814
48 F -1.019 1.306 2.874
49 C -0.386 -0.942 3.426
50 O -0.558 -1.361 2.238
51 C 0.063 -1.814 4.479
52 F 0.305 -3.098 4.161
53 C 0.228 -1.380 5.773
54 F 0.614 -2.240 6.739

- Which of these has the highest F_max?
  C17H25CoF5NO3P2

- Which value of F_max does entry 3 give?
  0.006 hartree/bohr

- Number 3 is which compound?
  C17H25N3O6P2Pd